# 1
Formula: C34H33BN12OPbS5Se
Source: the OMol25 dataset
Level of theory: ωB97M-V/def2-TZVPD

Summary:
Total charge   -2
Multiplicity   1
Frontier orbital gap   6.3 eV

The geometry in XYZ format:
```
88
C34H33BN12OPbS5Se | the OMol25 dataset | ωB97M-V/def2-TZVPD
Pb -1.988 1.608 2.176
S -6.408 0.379 0.475
C -6.663 1.214 2.023
C -5.488 1.762 2.476
C -4.321 1.420 1.658
C -4.706 0.742 0.507
C -3.849 0.256 -0.558
C -4.389 -0.386 -1.715
C -3.583 -0.834 -2.727
C -2.203 -0.689 -2.604
C -1.762 -0.009 -1.465
N -2.515 0.418 -0.474
H -7.650 1.300 2.476
H -5.467 2.264 3.440
H -5.485 -0.563 -1.798
H -3.896 -1.304 -3.626
H -1.426 -0.991 -3.368
H -0.655 0.090 -1.385
O -6.522 -0.661 7.095
C -5.656 -0.270 6.362
S -4.940 1.383 6.371
C -3.813 1.152 4.969
C -3.799 -0.072 4.446
S -2.634 -0.746 3.319
S -4.871 -1.229 5.104
S -2.865 2.509 4.615
B 6.441 4.069 1.296
N 6.551 2.635 0.544
C 6.149 2.266 -0.695
C 6.251 0.898 -0.874
C 6.562 0.470 0.427
N 6.804 1.460 1.254
N 4.907 4.151 1.626
C 4.392 4.123 2.828
C 3.018 3.956 2.732
C 2.742 3.946 1.349
N 3.927 3.988 0.678
H 6.681 4.774 0.412
H 7.049 4.115 2.323
H 5.934 3.088 -1.362
H 5.821 0.282 -1.673
H 6.729 -0.516 0.679
H 4.986 4.349 3.703
H 2.219 3.938 3.505
H 1.809 3.761 0.800
C 3.274 0.241 -6.520
N 3.190 0.927 -5.213
C 3.948 0.732 -4.102
C 3.327 1.323 -3.055
N 2.167 1.883 -3.556
C 1.134 2.479 -2.725
C 2.130 1.652 -4.890
Se 0.671 2.089 -6.044
H 4.268 -0.145 -6.694
H 3.008 0.941 -7.296
H 2.574 -0.612 -6.469
H 4.939 0.269 -4.178
H 3.620 1.385 -2.048
H 1.057 3.549 -2.913
H 1.467 2.331 -1.691
H 0.191 2.055 -2.905
C 1.173 -0.216 0.489
C 0.888 -1.504 -0.136
N 1.328 -1.789 -1.310
C 0.975 -3.066 -1.546
C 0.228 -3.553 -0.497
N 0.223 -2.518 0.441
C -0.264 -2.638 1.841
N -1.219 -3.684 1.923
N -0.849 -4.888 2.439
N -1.681 -5.786 2.195
C -2.712 -5.183 1.416
C -3.868 -5.717 0.829
C -4.539 -5.002 -0.103
C -4.142 -3.682 -0.262
C -3.046 -3.062 0.324
C -2.324 -3.873 1.204
H 1.248 0.599 -0.209
H 2.195 -0.230 0.902
H 0.506 0.082 1.242
H 1.158 -3.638 -2.444
H -0.135 -4.558 -0.308
H -0.716 -1.655 2.161
H 0.486 -2.833 2.556
H -4.090 -6.735 1.122
H -5.500 -5.358 -0.428
H -4.720 -3.033 -0.905
H -2.989 -2.073 0.020
```

Atomic partial charges in e from the Löwdin method, atoms 1 to 5: Pb 0.84; S 0.95; C -0.38; C -0.23; C -0.36

---

# 2
Formula: C34H33ClN10O10PbS
Source: the OMol25 dataset
Level of theory: ωB97M-V/def2-TZVPD

Summary:
Total charge   -2
Multiplicity   1
Frontier orbital gap   6.1 eV

The geometry in XYZ format:
```
90
C34H33ClN10O10PbS | the OMol25 dataset | ωB97M-V/def2-TZVPD
Pb -0.890 -0.339 1.723
O 0.841 1.671 -2.207
C 1.207 0.723 -1.322
O 1.102 -0.452 -1.543
C 1.829 1.331 -0.094
C 2.768 2.338 -0.252
C 3.385 2.842 0.890
C 3.067 2.290 2.116
C 2.113 1.272 2.175
N 1.493 0.826 1.087
C 1.842 0.575 3.526
O 2.646 0.857 4.430
O 0.879 -0.226 3.539
H 0.401 1.233 -2.949
H 3.005 2.708 -1.239
H 4.107 3.647 0.809
H 3.525 2.600 3.043
O -4.147 -2.332 4.056
Cl -3.481 -2.389 2.779
O -4.113 -3.355 1.919
O -3.520 -1.067 2.150
O -2.077 -2.739 2.970
C 3.690 2.296 -5.216
O 2.637 3.006 -5.831
C 1.384 2.444 -5.770
C 1.126 1.131 -5.393
C -0.185 0.657 -5.364
C -1.260 1.464 -5.750
C -0.968 2.772 -6.153
C 0.325 3.258 -6.151
N -2.549 0.952 -6.019
N -3.108 0.044 -5.336
C -2.818 -0.262 -4.030
C -3.138 -1.585 -3.662
C -2.757 -2.146 -2.475
C -2.058 -1.389 -1.482
O -1.636 -1.876 -0.422
C -1.890 0.053 -1.771
N -1.382 0.807 -0.768
C -1.287 2.113 -0.938
C -1.767 2.758 -2.083
C -2.272 2.005 -3.108
C -2.284 0.600 -3.008
H 4.557 2.952 -5.239
H 3.931 1.376 -5.755
H 3.460 2.049 -4.180
H 1.934 0.453 -5.140
H -0.372 -0.374 -5.085
H -1.788 3.403 -6.477
H 0.543 4.273 -6.464
H -3.648 -2.179 -4.414
H -2.971 -3.182 -2.241
H -0.839 2.680 -0.128
H -1.736 3.839 -2.142
H -2.700 2.486 -3.978
C -3.933 4.518 6.230
C -3.071 3.387 5.735
C -2.586 2.414 6.598
C -1.838 1.402 6.015
N -1.591 1.346 4.718
C -2.086 2.337 3.951
S -1.763 2.286 2.248
N -2.819 3.366 4.430
H -3.876 4.614 7.316
H -4.973 4.333 5.949
H -3.625 5.452 5.761
H -2.786 2.439 7.661
H -1.415 0.599 6.615
C 1.339 -3.208 2.804
N 2.210 -4.402 2.819
C 1.532 -5.468 2.073
N 1.230 -5.086 0.689
C 0.384 -3.874 0.723
N 1.054 -2.775 1.429
C 2.311 -2.475 0.748
N 3.210 -3.651 0.717
C 3.444 -4.066 2.107
C 2.495 -4.738 0.037
H 1.823 -2.398 3.347
H 0.394 -3.440 3.297
H 0.599 -5.717 2.581
H 2.179 -6.350 2.060
H -0.556 -4.097 1.229
H 0.163 -3.562 -0.295
H 2.821 -1.666 1.273
H 2.100 -2.160 -0.272
H 3.944 -3.252 2.634
H 4.100 -4.942 2.104
H 3.139 -5.622 0.024
H 2.292 -4.435 -0.992
```

Atomic partial charges in e from the Löwdin method, atoms 1 to 5: Pb 1.39; O 0.08; C -0.48; O 0.13; C -0.19

---

| no. | E (eV) | HOMO (Eh) |
| --- | --- | --- |
| 1 | -181170.690 | -0.1027 |
| 2 | -99771.115 | -0.0881 |